(i)
{
  "formula": "C6H8INS",
  "method": "ωB97M-V/def2-TZVPD",
  "lumo_ha": [-0.0278, -0.0120],
  "gap_ev": [6.38, 7.76],
  "species": ["C", "C", "C", "C", "C", "C", "N", "S", "I", "H", "H", "H", "H", "H", "H", "H", "H"],
  "xyz": [[1.5501, -0.6959, -0.7157], [2.0125, -1.8471, -1.3693], [-0.3816, -1.4521, -1.7855], [0.1391, -0.5265, -0.9302], [-0.0983, 1.3708, 0.7759], [-0.5867, 0.4050, -0.2125], [-1.5461, -1.4541, 1.4479], [0.7596, -2.5903, -2.2884], [-1.4440, -3.0971, 0.4382], [1.9351, 0.0084, -0.0456], [2.8798, -2.4537, -1.4704], [-1.4010, -1.1751, -2.1676], [0.2991, 0.8830, 1.7323], [0.6214, 2.2313, 0.4644], [-0.8621, 1.9394, 1.2618], [-1.6269, 0.3954, -0.3008], [-2.4785, -1.1856, 1.3892]]
}

(ii)
{
  "formula": "C6H8INS",
  "method": "ωB97M-V/def2-TZVPD",
  "lumo_ha": 0.0065,
  "gap_ev": 8.83,
  "species": ["C", "C", "C", "C", "C", "C", "N", "S", "I", "H", "H", "H", "H", "H", "H", "H", "H"],
  "xyz": [[0.9627, -1.2929, 0.8908], [0.7716, -1.9191, -0.2745], [0.7783, 0.1279, 1.1352], [0.7702, 1.0207, -0.0623], [-0.4521, 0.3640, -1.1989], [-1.7869, 0.2774, -0.5157], [0.6779, 0.5158, 2.3367], [0.1577, -1.2518, -1.7574], [-0.5072, 1.6813, -2.9083], [1.2769, -1.8674, 1.7487], [0.9745, -2.9739, -0.3898], [0.4647, 2.0414, 0.1567], [1.7141, 0.9934, -0.6004], [-2.5500, -0.0769, -1.2078], [-2.0827, 1.2553, -0.1379], [-1.7274, -0.4146, 0.3249], [0.5576, 1.5194, 2.4600]]
}

Most stable to least stable, the ends of the list are (ii) and (i).